Entry 1:
This record from the Open Molecules 2025 dataset describes 2 unconnected molecules or ions with the total composition C6H8N2O. The level of theory is wB97M-V/def2-TZVPD.

The value obtained for the LUMO energy is 0.016 Eh. The relative energy (zero: lowest compared OMol25 entry of this formula, charge and spin) is 220.36 kcal per mole.

ORCA input file:
```
! RIJCOSX wB97M-V def2-TZVPD def2/J DEFGRID3
* xyz 0 1
C -0.1776 3.3408 -0.1224
C 0.6543 -0.1801 0.3415
C -0.9192 -1.8533 -0.6561
C -1.3051 -2.2338 -1.8667
C 0.7306 -0.9497 1.5317
C 0.7256 -1.4715 2.6307
H -0.5398 3.8550 -1.0821
H 0.7548 3.7658 0.3809
H -0.9507 3.3908 0.5826
H -0.4216 1.6074 -1.4564
H -1.3709 -2.1183 0.7022
H -0.8483 -1.2177 -2.5614
H -2.1259 -3.1638 -2.1831
H 0.2735 -2.0472 3.7267
N 0.2439 1.9427 -0.6775
N 0.8575 1.1314 0.3136
O -0.0916 -0.6881 -0.8393
*
```

---

Entry 2:
This record from the Open Molecules 2025 dataset describes a molecular structure, C18H40AlBBeBrCaCl2F2IN5O11P2. The level of theory is wB97M-V/def2-TZVPD.

The value obtained for the LUMO energy is -0.415 Eh. The relative energy (zero: lowest compared OMol25 entry of this formula, charge and spin) is 0.00 kcal per mole.

ORCA input file:
```
! RIJCOSX wB97M-V def2-TZVPD def2/J DEFGRID3
* xyz 3 1
C 5.9114 -0.2279 -4.4789
C 5.4940 -1.2058 -5.5571
P 3.7214 -1.5623 -5.4476
C 3.5596 -2.9010 -4.1895
C 2.7600 -0.1558 -4.7921
N 3.1400 0.9841 -4.1341
C 2.0489 1.6275 -3.8814
N 2.0457 2.8386 -3.2275
C 3.4009 3.3207 -2.8866
C 4.0813 3.8932 -4.1354
O 3.5026 4.7129 -4.7865
B 0.9901 3.7243 -2.8321
N 0.9952 5.0855 -3.3380
O -0.0808 3.3798 -1.9413
N 0.9595 0.9678 -4.3614
C -0.4467 1.1410 -4.4381
O -1.1622 0.2156 -3.6440
O -0.5221 -0.0012 -2.3766
N 1.4749 -0.1643 -4.8947
I 0.6881 -1.9349 -5.8502
H 5.6090 0.7736 -4.8017
H 7.1185 -0.1997 -4.3809
H 5.4209 -0.3930 -3.5328
H 6.0089 -2.1621 -5.4437
H 5.7939 -0.8266 -6.5271
H 2.7356 -2.6671 -3.5243
H 3.3855 -3.8322 -4.7232
H 4.4874 -3.0120 -3.6299
H 3.9826 2.5634 -2.3727
H 3.3199 4.1626 -2.1954
H 5.0839 3.5823 -4.4624
H 1.7063 5.6719 -2.9002
H 0.0615 5.4110 -3.0508
H 0.2186 3.5170 -1.0312
H -0.7816 0.9037 -5.4468
H -0.8110 2.1461 -4.2201
H -1.1272 -0.6334 -1.9722
Br 7.9980 -0.8730 -2.8766
Be -1.1666 5.4399 -1.9268
O -0.1004 -2.2422 3.6181
P -1.3292 -3.0541 3.4965
O -0.7521 -4.6114 3.3077
C -0.1737 -5.2296 4.4869
C -1.1727 -5.6995 5.4675
O -1.7360 -2.6567 1.9433
C -1.3317 -1.4095 1.3768
C -0.1394 -1.5465 0.4519
O -2.8030 -3.5755 3.7666
C -3.9418 -2.6577 3.6833
C -4.7062 -2.8793 2.3963
H 0.5442 -4.5417 4.9592
H 0.3805 -6.1086 4.1200
H -1.6780 -4.8591 5.9368
H -0.6500 -6.3148 6.3037
H -1.9346 -6.3151 4.9837
H -1.1316 -0.6808 2.1618
H -2.1882 -1.0402 0.8026
H 0.7009 -2.0318 0.9472
H 0.1836 -0.5672 0.0932
H -0.3998 -2.1679 -0.4090
H -3.6151 -1.6239 3.7829
H -4.5820 -2.8836 4.5327
H -4.2305 -2.3796 1.5541
H -5.7180 -2.4857 2.4850
H -4.7579 -3.9397 2.1527
C -3.5460 3.0527 7.3744
C -4.6065 3.4743 6.3847
O -4.0126 3.9228 5.1262
C -3.6116 2.9937 4.3164
O -3.6677 1.8081 4.4404
O -3.0499 3.6184 3.2083
C -2.4773 2.6906 2.2774
H -2.8147 3.8488 7.5144
H -3.9993 2.8191 8.3355
H -3.0038 2.1732 7.0266
H -5.1585 4.3258 6.7714
H -5.3268 2.6800 6.1970
H -3.1972 1.9219 1.9893
H -1.5812 2.2310 2.6869
H -2.1880 3.2562 1.3839
Cl 3.2651 0.4084 -7.2149
Cl -2.4955 6.7708 -0.4298
Ca 1.4478 -6.2840 2.6320
F 0.5308 -3.6036 -7.2698
F -0.7356 -6.4035 7.7831
Al -4.1150 4.4869 1.2776
*
```

---

no.,calculated total energy (eV),strongest force on any atom (hartree/bohr)
1,-11369.7912,0.1015
2,-202562.3671,0.1251